# 1
DFT (ωB97M-V/def2-TZVPD) results for C4H5NO3 in the gas phase in a non-equilibrium geometry.

electronic energy	-11858.1117	eV
ΔE to the lowest compared entry with this formula, charge and spin	375.3	kJ/mol
charge	0

Last column: Mulliken charge in e.
Element x y z (Å)
O  3.06944  -0.66566  -0.40776  -0.503
C  1.91632  -0.15936  -0.17060  0.513
H  -1.84764  -1.39216  0.51256  0.224
O  1.64420  1.21182  0.29802  -0.478
H  2.45626  1.92463  0.17381  0.363
C  -1.11565  0.73692  0.22428  -0.359
O  0.57075  -1.97819  0.51630  -0.530
H  -1.40153  1.66673  -0.25568  0.264
H  -2.58628  -0.51441  -1.02980  0.269
H  -0.92942  0.59257  1.29983  0.259
C  0.60266  -0.81957  -0.21538  0.627
C  -1.88165  -0.48017  -0.20256  -0.346
N  -0.49746  -0.12315  -0.74302  -0.302

Forces on atoms 1 to 2 (eV/Å):
-6.1 2.9 1.2
6.1 1.5 -0.4

=====

# 2
DFT (ωB97M-V/def2-TZVPD) results for a molecular structure, C24H22MnN5O7S2 in a non-equilibrium geometry.

electronic energy	-100019.2907	eV
multiplicity	5
charge	0

Last column: Mulliken spin population.
Element x y z (Å)
C  -4.08537  -0.03231  -1.23790  0.001
S  -2.61091  0.95591  -1.21241  0.008
C  0.86822  3.32239  -0.53730  -0.013
H  -5.68371  1.39819  -1.15605  0.000
O  -2.52229  1.80832  -2.36354  -0.001
H  1.60379  -4.15662  -0.88026  0.000
O  0.65368  -1.29052  -2.95514  -0.017
C  2.27774  2.51842  2.85641  0.000
C  -6.36505  -0.65273  -1.17922  0.001
C  -0.15726  2.62788  5.71123  0.000
H  2.36318  2.67623  4.93071  0.000
C  -3.69822  -1.36310  -1.28962  0.005
H  -6.75700  -2.75631  -1.23050  0.000
C  2.49189  -3.53922  -0.74083  0.007
N  0.64498  0.99119  -0.13734  -0.101
N  2.69194  -2.71731  -1.90927  0.010
H  3.30850  -0.49985  -3.38664  -0.001
C  -4.65584  -2.36304  -1.29518  0.005
N  -2.40532  2.42468  4.95249  0.000
O  -2.42575  1.56930  0.07523  0.001
C  3.74817  -0.55144  -2.39158  -0.001
C  1.60628  2.38133  1.54236  -0.007
C  0.48109  2.06267  -0.93290  0.021
H  1.28722  0.25028  1.66415  -0.004
C  0.27362  2.51545  4.39136  0.000
H  -1.93590  2.66204  6.93271  0.000
H  4.67331  -2.47321  -2.61482  0.000
H  1.77313  4.46299  1.03970  0.000
H  -7.41274  -0.38968  -1.12542  0.000
C  1.19681  1.14742  1.06272  0.046
H  -2.59550  2.20720  2.90160  0.000
C  1.71581  2.56723  4.06912  -0.001
C  -5.99119  -1.99193  -1.23577  0.001
O  2.75630  -2.85814  1.55280  0.007
O  1.43292  -1.63557  0.24378  0.015
N  -1.57153  -0.35127  -1.36097  0.027
C  -2.23370  -1.51195  -1.31622  -0.037
H  -4.35418  -3.40035  -1.34741  -0.001
C  2.17176  -3.12015  -3.18501  0.018
O  2.85247  0.15426  -1.52018  0.029
H  0.03116  1.91116  -1.90682  -0.011
N  -0.61670  2.37508  3.40562  0.000
H  0.54300  2.75208  6.52548  0.000
C  1.32659  -1.99546  -3.81974  -0.001
C  1.45456  3.48313  0.70783  0.010
C  -1.52385  2.57822  5.93290  0.000
Mn  0.51988  -0.64519  -1.23337  3.896
C  -1.90180  2.33136  3.72651  0.000
C  -5.40626  0.35273  -1.18738  -0.001
C  3.94228  -1.99585  -1.94499  0.001
H  3.34900  -4.18011  -0.50542  0.000
C  2.22822  -2.62910  0.48296  0.014
H  4.71502  -0.04049  -2.40904  0.001
H  1.50750  -3.97729  -3.06798  -0.001
H  2.95651  -3.37331  -3.90638  0.001
H  3.15380  0.00623  -0.61468  0.004
H  3.35598  2.62053  2.78929  0.000
H  0.71520  4.16019  -1.20174  -0.001
S  -1.42860  -2.96441  -1.20912  0.059
H  4.35809  -1.99142  -0.93293  -0.001
O  1.30909  -1.82675  -5.01589  0.010

Forces on atoms 1 to 2 (eV/Å):
0.5 -0.3 0.0
-0.1 0.1 0.0

=====

# 3
DFT (ωB97M-V/def2-TZVPD) results for a molecular structure, C34H32N6OPS2Y in a non-equilibrium geometry.

electronic energy	-78769.3299	eV
ΔE to the lowest compared entry with this formula, charge and spin	46.8	kJ/mol
charge	0

Last column: Mulliken charge in e.
Element x y z (Å)
C  -0.98788  -3.30191  3.86582  -0.768
C  4.14968  1.29895  -1.67015  -0.840
C  -2.21062  2.58672  0.77089  -0.134
H  1.73422  0.84851  3.88551  0.387
C  1.01476  -4.36293  -4.93917  -0.413
C  -0.85630  3.02190  3.91341  -0.185
C  -4.59906  2.37190  0.66052  -0.572
P  -0.48493  0.87060  2.08216  1.660
C  -0.06885  1.95736  3.49232  0.255
C  3.80341  2.17292  0.52158  -0.934
H  0.18375  -2.40041  -5.30089  0.234
H  0.42101  -3.37095  -6.76275  0.332
H  -0.40822  2.65484  -2.55922  0.469
H  4.02655  2.85336  1.33052  0.517
C  0.70782  3.52888  5.67386  -0.512
H  2.22060  1.18720  1.58715  0.543
H  -1.09660  4.62579  5.31404  0.417
H  -0.19730  -3.98284  2.01632  0.353
C  1.50315  2.46440  5.26166  -0.807
H  -1.78419  3.24437  3.40066  0.367
Y  0.48851  -1.22548  -0.13103  -0.394
H  2.42058  2.23342  5.78658  0.419
H  2.06080  -4.06122  -5.01339  0.260
C  -0.30595  -1.82725  2.02672  0.401
C  2.77297  -0.63038  -2.47490  1.061
H  0.93185  -5.36911  -5.35663  0.408
C  -1.33455  2.10447  -2.60617  -0.231
H  -5.42127  0.65265  1.65344  0.392
C  -2.32500  0.05308  -1.87771  0.611
C  2.64207  -2.41525  1.13565  0.026
S  -2.14450  -1.44013  -1.07987  -0.329
C  1.11830  1.69224  4.17968  -0.408
H  3.40477  0.51315  -4.17103  0.466
H  -3.48273  3.95841  -0.26879  0.431
H  5.28291  2.91974  -0.84466  0.418
H  1.00246  4.13136  6.52249  0.367
H  2.84924  -1.13830  -4.53811  0.354
C  -3.43723  3.06319  0.33620  -0.682
H  4.68119  1.29347  -2.60885  0.437
H  -5.55819  2.73682  0.31726  0.383
C  0.12262  -3.40639  -5.71375  -1.037
N  0.64630  -4.46103  -3.53859  -0.142
H  -0.91722  -3.73027  -5.66776  0.325
H  -2.48024  3.45695  -3.75460  0.426
N  1.98164  -1.57937  -2.12240  0.733
H  -1.30171  3.10953  0.49041  0.340
C  -4.52586  1.21030  1.41388  -0.655
H  -3.24073  -0.16676  2.44292  0.393
C  -3.58804  1.66052  -3.19685  -0.112
C  -1.20757  -0.93255  4.14312  -0.203
N  -1.28058  0.91765  -1.95211  0.207
H  0.23461  -5.30720  -3.18568  0.214
C  -0.47772  -3.10451  2.59336  -0.139
N  2.45479  0.36885  -0.27829  0.510
H  -4.35240  -0.20085  -2.48436  0.450
C  -0.70801  -0.75787  2.84654  -0.320
H  -4.51032  1.94329  -3.68577  0.395
C  3.39679  -0.52296  -3.83207  -1.854
H  -1.47962  -0.07566  4.75037  0.458
H  -1.73723  -2.35856  5.65317  0.400
H  3.51319  -4.27308  1.78562  0.252
N  1.69403  -2.51860  -3.07695  -1.045
C  3.12652  0.38496  -1.44033  0.168
H  4.43337  -0.87104  -3.81446  0.317
C  4.48838  2.20407  -0.67848  -0.592
N  3.15174  -3.38845  1.49951  -0.110
C  -2.47069  2.50766  -3.24028  -0.882
C  -3.50857  0.47199  -2.53166  -0.981
C  0.99889  -3.54132  -2.60844  0.368
S  0.50558  -3.88993  -0.97565  -0.583
C  -2.12978  1.43854  1.55759  0.108
C  -3.29662  0.74861  1.86697  -0.574
C  -0.46874  3.80342  4.99666  -0.679
C  -1.35032  -2.20816  4.65329  -0.682
C  2.79507  1.23553  0.67194  -0.659
H  -1.10380  -4.30657  4.25500  0.401
O  -0.12496  0.62571  -1.37300  0.029

Forces on atoms 1 to 2 (eV/Å):
0.0 0.1 0.0
0.0 0.1 0.1

=====

# 4
DFT (ωB97M-V/def2-TZVPD) results for C3H6N4O in the gas phase in a non-equilibrium geometry.

electronic energy	-11214.8850	eV
ΔE to the lowest compared entry with this formula, charge and spin	182.5	kJ/mol
charge	0

Last column: Mulliken charge in e.
Element x y z (Å)
N  0.42682  -0.57325  -0.23020  0.300
H  2.03352  1.66268  -0.71178  0.268
O  -2.98777  0.25763  0.06690  -0.500
H  2.30306  -1.16225  -0.46001  0.260
H  -1.06713  -2.12477  -0.16497  0.335
H  1.72838  -1.34343  1.04909  0.228
N  -0.89714  1.21193  -0.02745  -0.678
C  -0.85910  -1.04052  -0.00436  -0.508
N  1.46536  1.61911  0.13002  -0.569
C  0.38346  0.79521  -0.11333  0.385
N  1.45515  -1.42853  0.10674  -0.703
H  1.12013  2.59324  0.37122  0.308
H  -3.45153  -0.56487  0.00034  0.317
C  -1.65322  0.09782  -0.01220  0.557

Forces on atoms 1 to 2 (eV/Å):
-0.3 1.1 1.2
0.3 0.3 0.3